# C27H43BrClF3N2O9S3

A cluster of 2 separate species, C27H43BrClF3N2O9S3 in total in a non-equilibrium geometry (the ωB97M-V functional and the def2-TZVPD basis, the Open Molecules 2025 dataset).

Output
- energy (eV) = -173306.47510
- frontier orbital gap (eV) = 7.835
- SMILES string = [H]/N=C(/C)C[C@]1(CCO)[C@@H]([C@H](Br)CC)[C@@H](c2cccnc2)OS(=O)(=O)[C@]1(CCCCS(=O)(=O)Cl)CCC(F)(F)F.CCOS(C)(=O)=O

Structure (XYZ):
```
89
C27H43BrClF3N2O9S3 | the Open Molecules 2025 dataset | the ωB97M-V functional and the def2-TZVPD basis
H 2.23782 1.59442 -4.81583
N 1.37105 1.36789 -5.38363
C 0.70854 0.40411 -4.64287
C -0.69353 -0.17812 -5.34569
C 1.18698 -0.23241 -3.22048
C 1.06177 0.72713 -1.85935
C 0.42653 2.17750 -2.25317
C -1.10071 2.26128 -2.79465
O -1.05501 3.07503 -4.05873
C 2.68006 0.94503 -1.41526
C 2.95931 2.24660 -0.50229
Br 3.48154 3.78711 -1.75549
C 4.16841 2.29012 0.56747
C 4.05105 1.42478 1.93010
C 3.42123 -0.45453 -0.98526
C 5.09641 -0.39664 -1.07538
C 6.02611 -1.18184 0.07126
C 7.67747 -1.06899 -0.10181
C 8.21474 -0.16413 -1.35693
N 7.40442 0.55100 -2.39954
C 5.91829 0.40008 -2.24617
O 2.93365 -1.05859 0.26934
S 1.32907 -1.53795 -0.09630
O 1.21738 -2.74845 -1.07896
O 0.85526 -2.18617 1.26691
C 0.22218 -0.06207 -0.62751
C 0.06437 0.77609 0.74832
C -0.88363 2.05825 0.87146
C -0.19031 3.19732 1.88462
C -0.77844 4.67930 1.51130
S 0.50938 5.96639 1.07509
O 1.93031 5.68879 1.62075
O -0.05001 7.34042 1.61489
Cl 0.44156 6.16161 -1.03769
C -1.24414 -0.60459 -1.09324
C -1.90159 -1.87236 -0.33818
C -2.71832 -1.56317 1.05940
F -3.83346 -2.58643 1.08714
F -3.40356 -0.25219 1.10347
F -1.92332 -1.87401 2.30047
H -0.92396 -1.28177 -5.00937
H -1.58852 0.56584 -5.20590
H -0.44821 -0.22458 -6.51169
H 0.62786 -1.25956 -3.11204
H 2.31712 -0.51400 -3.48518
H 0.46397 2.99650 -1.38443
H 1.13700 2.64891 -3.09058
H -1.87509 2.81480 -2.11880
H -1.59316 1.24657 -3.12503
H -1.55092 3.93827 -3.90791
H 3.17309 1.20875 -2.47572
H 2.01222 2.68585 0.07812
H 4.23757 3.43207 0.92279
H 5.25855 2.09129 0.12033
H 4.18359 2.09288 2.90661
H 4.96471 0.65727 1.96248
H 3.08913 0.79295 2.09086
H 3.25273 -1.34763 -1.76599
H 5.58697 -1.82006 0.94797
H 8.45877 -1.58431 0.60459
H 9.40152 -0.06155 -1.44889
H 5.24701 0.92675 -3.08222
H -0.38022 0.01736 1.56134
H 1.12752 1.05987 1.21180
H -1.89411 1.77543 1.44543
H -1.21456 2.63977 -0.06662
H -0.58821 2.94954 2.98276
H 0.97286 3.11404 1.94131
H -1.58128 4.67205 0.63123
H -1.37717 5.09641 2.45650
H -2.00280 0.30924 -0.95797
H -1.33191 -0.84562 -2.26137
H -1.22587 -2.80833 -0.15676
H -2.75309 -2.27173 -1.08088
C -8.50604 -6.28868 3.66747
C -7.15569 -6.43470 4.34483
O -6.21827 -5.48377 3.85536
S -6.37685 -3.92872 4.31402
C -4.82595 -3.33769 3.68483
O -6.34844 -3.85847 5.75902
O -7.43600 -3.31809 3.53692
H -8.97358 -5.33224 3.91753
H -9.18748 -7.08479 3.98177
H -8.39711 -6.32065 2.57876
H -7.24830 -6.35827 5.43419
H -6.75247 -7.42890 4.12462
H -4.01267 -3.81213 4.23547
H -4.79765 -2.25573 3.83127
H -4.76542 -3.56811 2.61964
```